ORCA calculation (the ωB97M-V functional and the def2-TZVPD basis) on an isolated molecule of C5H9NO.

Its highest occupied orbital energy is -9.63 eV. The structure (SMILES) is CC1(C)CNC1=O. The calculation puts the largest force on an atom at 0.5 eV/A. Its charge is 0. The gap between HOMO and LUMO comes out at 10.51 eV. The calculation puts the energy above the lowest of the compared OMol25 structures with the same formula, charge and spin at 24.5 kcal per mole. The calculated total energy is -8868.1504 eV.

Last columns: bonded neighbours and bond lengths (Å).
CARTESIAN COORDINATES (ANGSTROEM)
1 C 1.582 0.668 0.027  C2 1.528, H8 1.100, H9 1.094, H10 1.091
2 C 0.184 0.051 0.067  C1 1.528, C3 1.526, C4 1.590, C6 1.536
3 C 0.148 -1.027 1.145  C2 1.526, H11 1.093, H12 1.094, H13 1.099
4 C -1.246 0.745 0.092  C2 1.590, N5 1.462, H14 1.099, H15 1.094
5 N -1.556 -0.058 -1.090  C4 1.462, C6 1.367, H16 1.008
6 C -0.253 -0.384 -1.340  C2 1.536, N5 1.367, O7 1.207
7 O 0.339 -0.706 -2.341  C6 1.207
8 H 2.258 -0.159 -0.232  C1 1.100
9 H 1.932 1.073 0.981  C1 1.094
10 H 1.723 1.412 -0.758  C1 1.091
11 H 0.961 -1.750 1.043  C3 1.093
12 H -0.805 -1.563 1.130  C3 1.094
13 H 0.259 -0.540 2.124  C3 1.099
14 H -1.902 0.514 0.943  C4 1.099
15 H -1.262 1.823 -0.094  C4 1.094
16 H -2.362 -0.100 -1.695  N5 1.008

ORCA calculation (the ωB97M-V functional and the def2-TZVPD basis) on a cluster of 10 separate species, C40H80O10 in total at a distorted geometry.

Its highest occupied orbital energy is -9.09 eV. The structure (SMILES) is C1CCOC1.C1CCOC1.C1CCOC1.C1CCOC1.C1CCOC1.C1CCOC1.C1CCOC1.C1CCOC1.C1CCOC1.C1CCOC1. The calculation puts the largest force on an atom at 2.2 eV/A. Its charge is 0. The gap between HOMO and LUMO comes out at 9.61 eV. The calculation puts the energy above the lowest of the compared OMol25 structures with the same formula, charge and spin at 54.2 kcal per mole. The calculated total energy is -63245.8214 eV.

Last columns: bonded neighbours and bond lengths (Å).
CARTESIAN COORDINATES (ANGSTROEM)
1 C -2.664 -3.250 -0.114  C2 1.506, C5 1.554, H6 1.089, H7 1.092
2 C -3.646 -2.124 0.072  C1 1.506, C3 1.541, H8 1.092, H9 1.094
3 C -4.828 -2.602 -0.792  C2 1.541, O4 1.425, H10 1.090, H11 1.093
4 O -4.265 -3.265 -1.922  C3 1.425, C5 1.456
5 C -2.888 -3.619 -1.607  C1 1.554, O4 1.456, H12 1.089, H13 1.088
6 H -2.883 -4.100 0.529  C1 1.089
7 H -1.667 -2.867 0.112  C1 1.092
8 H -3.274 -1.138 -0.218  C2 1.092
9 H -3.981 -1.980 1.104  C2 1.094
10 H -5.441 -1.750 -1.086  C3 1.090
11 H -5.417 -3.348 -0.252  C3 1.093
12 H -2.344 -2.970 -2.292  C5 1.089
13 H -2.663 -4.677 -1.727  C5 1.088
14 C 1.778 -2.708 -2.871  C15 1.538, C18 1.526, H19 1.090, H20 1.085
15 C 2.837 -3.757 -3.252  C14 1.538, C16 1.540, H21 1.090, H22 1.089
16 C 4.023 -3.414 -2.331  C15 1.540, O17 1.417, H23 1.101, H24 1.089
17 O 3.395 -2.930 -1.157  C16 1.417, C18 1.409
18 C 2.411 -2.048 -1.649  C14 1.526, O17 1.409, H25 1.107, H26 1.093
19 H 0.886 -3.245 -2.547  C14 1.090
20 H 1.552 -2.040 -3.695  C14 1.085
21 H 3.143 -3.693 -4.296  C15 1.090
22 H 2.471 -4.748 -2.988  C15 1.089
23 H 4.619 -2.577 -2.726  C16 1.101
24 H 4.729 -4.231 -2.195  C16 1.089
25 H 2.868 -1.083 -1.940  C18 1.107
26 H 1.745 -1.671 -0.870  C18 1.093
27 C -5.573 1.699 -4.792  C28 1.502, C31 1.510, H32 1.095, H33 1.090
28 C -4.553 1.038 -3.909  C27 1.502, C29 1.533, H34 1.091, H35 1.093
29 C -3.657 2.243 -3.598  C28 1.533, O30 1.429, H36 1.095, H37 1.094
30 O -4.623 3.241 -3.264  C29 1.429, C31 1.448
31 C -5.700 3.090 -4.220  C27 1.510, O30 1.448, H38 1.098, H39 1.088
32 H -6.571 1.253 -4.734  C27 1.095
33 H -5.271 1.688 -5.839  C27 1.090
34 H -4.062 0.139 -4.283  C28 1.091
35 H -4.969 0.726 -2.948  C28 1.093
36 H -2.951 2.568 -4.369  C29 1.095
37 H -3.069 2.092 -2.688  C29 1.094
38 H -5.522 3.815 -5.026  C31 1.098
39 H -6.631 3.373 -3.734  C31 1.088
40 C -0.124 1.009 -1.057  C41 1.511, C44 1.506, H45 1.091, H46 1.095
41 C 0.946 2.008 -0.684  C40 1.511, C42 1.564, H47 1.087, H48 1.094
42 C 1.786 1.217 0.371  C41 1.564, O43 1.430, H49 1.092, H50 1.086
43 O 0.967 0.114 0.765  C42 1.430, C44 1.447
44 C -0.371 0.285 0.240  C40 1.506, O43 1.447, H51 1.101, H52 1.090
45 H 0.191 0.309 -1.833  C40 1.091
46 H -0.997 1.520 -1.478  C40 1.095
47 H 0.672 2.996 -0.322  C41 1.087
48 H 1.603 2.188 -1.541  C41 1.094
49 H 1.858 1.929 1.197  C42 1.092
50 H 2.754 0.942 -0.036  C42 1.086
51 H -0.862 0.888 1.020  C44 1.101
52 H -0.910 -0.662 0.278  C44 1.090
53 C -3.109 4.019 2.149  C54 1.505, C57 1.541, H58 1.088, H59 1.095
54 C -2.473 3.600 0.850  C53 1.505, C55 1.536, H60 1.091, H61 1.097
55 C -3.178 4.434 -0.231  C54 1.536, O56 1.426, H62 1.093, H63 1.091
56 O -3.794 5.495 0.495  C55 1.426, C57 1.408
57 C -3.465 5.492 1.865  C53 1.541, O56 1.408, H64 1.090, H65 1.100
58 H -2.514 3.838 3.041  C53 1.088
59 H -4.057 3.478 2.241  C53 1.095
60 H -2.480 2.515 0.746  C54 1.091
61 H -1.433 3.935 0.758  C54 1.097
62 H -3.976 3.878 -0.728  C55 1.093
63 H -2.486 4.851 -0.963  C55 1.091
64 H -4.292 5.893 2.451  C57 1.090
65 H -2.600 6.101 2.168  C57 1.100
66 C 6.884 2.855 0.716  C67 1.531, C70 1.541, H71 1.088, H72 1.093
67 C 5.591 2.038 0.786  C66 1.531, C68 1.510, H73 1.089, H74 1.094
68 C 5.822 1.118 -0.390  C67 1.510, O69 1.427, H75 1.094, H76 1.094
69 O 6.535 1.884 -1.361  C68 1.427, C70 1.443
70 C 6.953 3.144 -0.795  C66 1.541, O69 1.443, H77 1.093, H78 1.087
71 H 7.771 2.309 1.029  C66 1.088
72 H 6.834 3.811 1.243  C66 1.093
73 H 4.674 2.625 0.803  C67 1.089
74 H 5.540 1.443 1.704  C67 1.094
75 H 4.890 0.701 -0.780  C68 1.094
76 H 6.488 0.279 -0.169  C68 1.094
77 H 6.248 3.936 -1.059  C70 1.093
78 H 7.943 3.439 -1.134  C70 1.087
79 C -0.534 2.349 5.516  C80 1.567, C83 1.529, H84 1.087, H85 1.087
80 C 0.106 3.061 4.276  C79 1.567, C81 1.537, H86 1.090, H87 1.088
81 C 1.604 2.718 4.311  C80 1.537, O82 1.419, H88 1.089, H89 1.092
82 O 1.751 1.754 5.342  C81 1.419, C83 1.425
83 C 0.495 1.253 5.793  C79 1.529, O82 1.425, H90 1.086, H91 1.093
84 H -1.519 1.943 5.300  C79 1.087
85 H -0.544 3.126 6.277  C79 1.087
86 H 0.056 4.132 4.474  C80 1.090
87 H -0.299 2.765 3.311  C80 1.088
88 H 2.233 3.584 4.511  C81 1.089
89 H 1.899 2.324 3.336  C81 1.092
90 H 0.624 1.021 6.846  C83 1.086
91 H 0.280 0.398 5.147  C83 1.093
92 C 3.369 -3.265 3.046  C93 1.535, C96 1.509, H97 1.092, H98 1.095
93 C 4.902 -3.342 3.013  C92 1.535, C94 1.539, H99 1.090, H100 1.086
94 C 5.239 -1.872 3.319  C93 1.539, O95 1.437, H101 1.092, H102 1.097
95 O 4.103 -1.086 2.925  C94 1.437, C96 1.407
96 C 3.137 -1.940 2.363  C92 1.509, O95 1.407, H103 1.099, H104 1.097
97 H 2.957 -3.344 4.055  C92 1.092
98 H 2.838 -4.051 2.499  C92 1.095
99 H 5.237 -3.539 1.994  C93 1.090
100 H 5.271 -4.029 3.769  C93 1.086
101 H 6.086 -1.409 2.809  C94 1.092
102 H 5.350 -1.771 4.405  C94 1.097
103 H 3.137 -1.994 1.266  C96 1.099
104 H 2.102 -1.608 2.512  C96 1.097
105 C -0.475 -1.929 3.709  C106 1.547, C109 1.522, H110 1.092, H111 1.093
106 C -1.903 -1.547 4.167  C105 1.547, C107 1.533, H112 1.089, H113 1.088
107 C -2.330 -2.829 4.892  C106 1.533, O108 1.407, H114 1.096, H115 1.097
108 O -1.679 -3.902 4.255  C107 1.407, C109 1.443
109 C -0.669 -3.397 3.356  C105 1.522, O108 1.443, H116 1.096, H117 1.094
110 H 0.305 -1.794 4.461  C105 1.092
111 H -0.095 -1.308 2.894  C105 1.093
112 H -2.532 -1.410 3.288  C106 1.089
113 H -1.874 -0.705 4.854  C106 1.088
114 H -3.417 -2.958 4.834  C107 1.096
115 H -2.110 -2.786 5.966  C107 1.097
116 H -1.100 -3.673 2.387  C109 1.096
117 H 0.187 -4.053 3.536  C109 1.094
118 C -1.507 -1.754 -6.585  C119 1.531, C122 1.538, H123 1.094, H124 1.098
119 C -1.848 -0.400 -5.957  C118 1.531, C120 1.533, H125 1.087, H126 1.094
120 C -1.758 -0.731 -4.463  C119 1.533, O121 1.401, H127 1.100, H128 1.090
121 O -0.920 -1.845 -4.331  C120 1.401, C122 1.422
122 C -0.752 -2.584 -5.534  C118 1.538, O121 1.422, H129 1.091, H130 1.087
123 H -1.065 -1.673 -7.582  C118 1.094
124 H -2.483 -2.158 -6.887  C118 1.098
125 H -2.840 -0.047 -6.226  C119 1.087
126 H -1.098 0.339 -6.255  C119 1.094
127 H -2.806 -0.954 -4.212  C120 1.100
128 H -1.285 0.078 -3.905  C120 1.090
129 H -1.306 -3.524 -5.529  C122 1.091
130 H 0.306 -2.620 -5.787  C122 1.087